{"formula": "C8H12F3KO4", "method": "wB97M-V/def2-TZVPD", "homo_lumo_gap_ev": 7.01, "relative_energy_ev": 0.142, "e_lumo_ev": -0.29, "e_homo_ha": -0.2681, "species": ["K", "C", "O", "O", "C", "F", "F", "F", "C", "C", "H", "H", "H", "H", "H", "H", "O", "C", "O", "C", "C", "C", "H", "H", "H", "H", "H", "H"], "coordinates": [[19.148, -17.562, 15.371], [20.513, -14.380, 15.595], [20.228, -15.372, 16.642], [20.446, -15.050, 14.444], [19.632, -13.086, 15.747], [18.333, -13.468, 15.999], [19.960, -12.266, 16.763], [19.484, -12.352, 14.619], [20.619, -15.024, 17.957], [20.433, -16.227, 18.884], [20.787, -16.039, 19.899], [19.354, -16.337, 19.029], [20.856, -17.178, 18.563], [19.911, -14.266, 18.306], [21.634, -14.628, 18.043], [21.543, -14.066, 15.820], [16.612, -16.700, 14.726], [16.080, -15.702, 15.163], [15.668, -15.646, 16.422], [14.994, -14.422, 16.724], [15.171, -13.566, 15.486], [15.569, -14.529, 14.365], [15.460, -14.011, 17.622], [13.980, -14.661, 17.053], [15.996, -12.869, 15.629], [14.318, -12.972, 15.160], [16.308, -14.066, 13.718], [14.745, -14.946, 13.785]], "mulliken_charge": [0.987, -0.125, -0.149, -0.878, 0.687, -0.247, -0.269, -0.287, -0.228, -1.243, 0.363, 0.289, 0.281, 0.234, 0.322, 0.232, -0.713, 0.614, -0.365, -0.485, -0.318, -0.394, 0.289, 0.299, 0.086, 0.422, 0.272, 0.325]}

---

{"formula": "C6H15O3S2", "method": "wB97M-V/def2-TZVPD", "homo_lumo_gap_ev": 8.65, "relative_energy_ev": 1.254, "e_lumo_ev": -4.14, "charge": 1, "e_homo_ha": -0.4702, "species": ["O", "C", "C", "S", "H", "H", "H", "H", "H", "H", "H", "C", "C", "C", "S", "O", "O", "C", "H", "H", "H", "H", "H", "H", "H", "H"], "coordinates": [[1.042, 0.222, -2.471], [0.006, 1.061, -2.928], [-1.147, 0.905, -1.929], [-2.761, 0.406, -2.619], [1.608, -0.044, -3.207], [0.319, 2.109, -2.943], [-0.304, 0.789, -3.943], [-0.918, 0.081, -1.248], [-1.373, 1.794, -1.341], [-2.399, -0.798, -3.106], [-2.700, 1.003, -3.826], [0.911, -1.523, 1.234], [1.638, -0.173, 1.276], [0.660, 0.862, 1.845], [-0.485, -0.052, 2.892], [-1.787, 0.007, 2.265], [-0.310, 0.320, 4.265], [0.218, -1.672, 2.582], [1.595, -2.347, 1.043], [0.160, -1.526, 0.438], [2.511, -0.249, 1.926], [1.992, 0.132, 0.291], [1.139, 1.634, 2.442], [0.051, 1.328, 1.071], [-0.591, -2.398, 2.605], [0.925, -1.873, 3.386]], "mulliken_charge": [-0.471, -0.282, -0.112, 0.002, 0.311, 0.298, 0.337, -0.118, 0.464, 0.293, 0.285, -0.382, -0.606, -0.437, 1.167, -0.657, -0.660, -0.766, 0.371, 0.087, 0.359, 0.271, 0.390, 0.064, 0.427, 0.365]}

---

{"formula": "C27H23IN4ORh", "method": "wB97M-V/def2-TZVPD", "homo_lumo_gap_ev": [7.08, 5.49], "relative_energy_ev": 0.202, "e_lumo_ev": [-2.41, -5.40], "charge": 1, "multiplicity": 5, "e_homo_ha": [-0.3486, -0.4001], "species": ["Rh", "I", "C", "C", "C", "C", "C", "C", "C", "C", "C", "C", "H", "H", "H", "H", "H", "H", "C", "C", "C", "C", "C", "C", "N", "N", "C", "C", "C", "C", "C", "C", "H", "H", "H", "H", "H", "H", "H", "H", "H", "N", "C", "N", "C", "C", "O", "C", "C", "H", "H", "H", "H", "H", "H", "H", "H"], "coordinates": [[0.098, 1.008, -0.557], [2.874, 1.109, -0.980], [2.979, 1.252, 1.171], [4.223, 1.330, 1.738], [4.346, 1.395, 3.132], [3.230, 1.373, 3.926], [1.938, 1.320, 3.363], [0.773, 1.327, 4.162], [-0.478, 1.284, 3.603], [-0.616, 1.235, 2.211], [0.496, 1.219, 1.397], [1.800, 1.257, 1.942], [5.105, 1.341, 1.118], [5.333, 1.459, 3.567], [3.328, 1.413, 5.001], [0.882, 1.379, 5.234], [-1.363, 1.291, 4.220], [-1.614, 1.219, 1.776], [-4.903, -1.465, -1.173], [-5.079, -0.100, -0.962], [-4.034, 0.771, -1.151], [-2.775, 0.284, -1.576], [-2.602, -1.102, -1.756], [-3.661, -1.957, -1.558], [-1.768, 1.149, -1.857], [-2.012, 2.391, -2.108], [-1.218, 3.350, -1.639], [-1.539, 4.700, -1.859], [-0.683, 5.683, -1.418], [0.488, 5.346, -0.748], [0.806, 4.013, -0.502], [-0.047, 2.992, -0.887], [-5.738, -2.135, -1.050], [-6.045, 0.274, -0.656], [-4.149, 1.835, -0.998], [-1.642, -1.463, -2.090], [-3.528, -3.015, -1.724], [-2.466, 4.919, -2.366], [-0.926, 6.717, -1.607], [1.166, 6.116, -0.416], [1.734, 3.800, 0.015], [0.333, -1.046, -0.561], [0.886, -2.051, -0.736], [1.524, -3.156, -0.903], [1.706, -4.078, 0.211], [0.667, -5.199, 0.062], [0.828, -5.849, -1.174], [0.609, -4.965, -2.245], [1.617, -3.808, -2.204], [1.587, -3.556, 1.160], [2.719, -4.488, 0.143], [-0.345, -4.765, 0.131], [0.787, -5.955, 0.838], [-0.416, -4.560, -2.195], [0.720, -5.547, -3.160], [1.424, -3.098, -3.006], [2.636, -4.194, -2.301]], "mulliken_charge": [-0.514, 0.121, -0.190, -0.535, -0.689, -0.869, 0.797, -0.692, -0.965, 0.164, -0.114, 1.068, 0.440, 0.411, 0.423, 0.426, 0.411, 0.539, -0.371, -0.807, -0.021, 0.663, -0.235, -0.767, -0.164, -0.675, 0.393, -0.670, -0.523, -0.842, -0.264, 1.061, 0.417, 0.386, 0.461, 0.484, 0.379, 0.480, 0.392, 0.423, 0.370, -0.283, 0.274, -0.058, -0.625, -0.469, -0.398, -0.331, -0.611, 0.432, 0.310, 0.278, 0.381, 0.188, 0.374, 0.442, 0.295]}

---

{"formula": "C5H10N2S", "method": "wB97M-V/def2-TZVPD", "homo_lumo_gap_ev": 8.83, "smiles": "CNN(C=S)C1CC1", "relative_energy_ev": 5.818, "e_lumo_ev": 0.50, "e_homo_ha": -0.3059, "species": ["C", "C", "C", "C", "C", "H", "H", "H", "H", "H", "H", "H", "H", "H", "H", "N", "N", "S"], "coordinates": [[2.090, -1.462, 0.609], [-1.249, -1.007, -0.076], [0.253, 0.815, -0.300], [1.600, 1.494, -0.509], [0.848, 1.868, 0.761], [1.989, -0.289, 1.064], [1.688, -2.490, 1.262], [3.198, -1.781, 0.306], [1.460, -0.738, -1.307], [-1.234, -2.056, -0.139], [-0.324, 1.398, -1.181], [1.437, 2.078, -1.474], [2.616, 1.134, -0.616], [0.718, 1.401, 1.695], [0.312, 2.842, 0.762], [1.041, -1.326, -0.594], [0.031, -0.517, -0.100], [-2.538, 0.072, 0.098]], "mulliken_charge": [-0.562, -0.179, -0.443, -0.669, -0.622, 0.225, 0.234, 0.265, 0.372, 0.382, 0.292, 0.287, 0.325, 0.373, 0.256, -0.605, 0.395, -0.326]}

---

{"formula": "C12H40N8O8", "method": "wB97M-V/def2-TZVPD", "homo_lumo_gap_ev": 8.61, "smiles": "NC(N)=O.NC(N)=O.NC(N)=O.NC(N)=O.CCO.CCO.CCO.CCO", "relative_energy_ev": 4.719, "e_lumo_ev": 0.08, "e_homo_ha": -0.3134, "species": ["C", "C", "O", "H", "H", "H", "H", "H", "H", "C", "C", "O", "H", "H", "H", "H", "H", "H", "C", "C", "O", "H", "H", "H", "H", "H", "H", "C", "C", "O", "H", "H", "H", "H", "H", "H", "C", "O", "N", "N", "H", "H", "H", "H", "C", "O", "N", "N", "H", "H", "H", "H", "C", "O", "N", "N", "H", "H", "H", "H", "C", "O", "N", "N", "H", "H", "H", "H"], "coordinates": [[3.316, 0.106, -1.539], [3.663, -0.101, -0.036], [4.337, -1.341, 0.017], [4.132, -0.125, -2.194], [2.963, 1.070, -1.631], [2.618, -0.641, -1.838], [2.822, -0.072, 0.571], [4.378, 0.670, 0.285], [3.615, -2.055, -0.031], [1.103, -2.506, 2.033], [0.275, -1.635, 1.134], [0.061, -0.377, 1.644], [2.127, -2.215, 2.107], [1.147, -3.536, 1.619], [0.657, -2.594, 3.002], [-0.734, -2.044, 0.935], [0.674, -1.535, 0.111], [0.140, 0.290, 0.941], [2.956, 1.889, 2.794], [2.940, 0.668, 3.627], [1.549, 0.363, 3.896], [2.520, 2.812, 3.247], [2.379, 1.976, 1.864], [3.991, 2.159, 2.604], [3.511, 0.866, 4.612], [3.354, -0.193, 3.056], [1.157, -0.019, 3.122], [-1.808, -1.402, -5.011], [-2.725, -1.398, -3.874], [-2.694, -0.126, -3.279], [-2.197, -0.890, -5.877], [-1.508, -2.379, -5.265], [-0.906, -0.851, -4.795], [-2.408, -2.052, -3.063], [-3.757, -1.728, -4.088], [-3.034, -0.165, -2.373], [-0.832, 2.820, 3.151], [-0.173, 2.815, 1.932], [-2.109, 3.156, 3.228], [-0.425, 2.234, 4.251], [-2.537, 3.532, 2.374], [-2.694, 3.184, 4.049], [0.447, 1.672, 4.219], [-0.819, 2.593, 5.135], [0.952, -2.393, -3.472], [1.520, -1.232, -3.970], [0.149, -2.440, -2.387], [1.204, -3.535, -4.021], [-0.071, -1.492, -2.050], [-0.433, -3.194, -2.015], [1.764, -3.458, -4.848], [0.838, -4.483, -3.928], [-0.661, 1.037, -1.092], [-2.002, 1.240, -0.819], [-0.282, 0.221, -2.013], [0.297, 1.492, -0.340], [-1.016, 0.099, -2.726], [0.702, 0.129, -2.375], [0.040, 2.098, 0.457], [1.270, 1.332, -0.475], [-4.666, 1.835, 1.452], [-5.343, 2.470, 2.402], [-5.330, 1.026, 0.652], [-3.383, 1.619, 1.471], [-6.398, 0.998, 0.761], [-4.909, 0.449, -0.178], [-2.786, 1.942, 2.316], [-2.928, 1.325, 0.543]], "mulliken_charge": [-1.254, 0.721, -0.596, 0.401, 0.544, 0.060, -0.496, 0.371, 0.339, -1.576, 0.832, -0.528, 0.229, 0.425, 0.361, 0.365, -0.326, 0.170, -0.959, 0.013, -0.674, 0.339, 0.080, 0.385, 0.281, 0.162, 0.358, -1.156, -0.014, -0.608, 0.357, 0.322, 0.302, 0.183, 0.378, 0.197, 0.490, -0.767, -0.566, -0.297, 0.366, 0.145, 0.231, 0.212, 0.596, -0.712, -0.118, -0.419, 0.124, 0.238, 0.303, 0.196, 0.595, -0.904, -0.444, -0.340, 0.294, 0.206, 0.384, -0.016, 0.577, -0.770, -0.393, -0.210, 0.229, 0.170, 0.346, 0.266]}

---

{"formula": "C34H35FeN2O3", "method": "wB97M-V/def2-TZVPD", "homo_lumo_gap_ev": [3.50, 5.34], "e_lumo_ev": [2.46, 2.46], "charge": -1, "multiplicity": 5, "e_homo_ha": [-0.0380, -0.1057], "species": ["C", "O", "C", "C", "C", "C", "C", "C", "C", "C", "C", "C", "Fe", "C", "C", "C", "C", "C", "C", "C", "H", "H", "H", "H", "H", "H", "H", "H", "H", "H", "H", "H", "H", "H", "H", "H", "H", "C", "C", "C", "C", "C", "C", "N", "C", "C", "O", "C", "C", "C", "C", "C", "C", "C", "C", "N", "O", "H", "H", "H", "H", "H", "H", "H", "H", "H", "H", "H", "H", "H", "H", "H", "H", "H", "H"], "coordinates": [[-5.493, 1.257, 3.945], [-4.584, 0.131, 3.837], [-3.368, 0.248, 3.231], [-2.661, -0.954, 2.979], [-1.591, -0.982, 2.106], [-1.071, 0.222, 1.560], [0.194, 0.333, 0.862], [1.299, 0.904, 1.564], [1.297, 1.177, 3.025], [2.292, 2.161, 3.313], [3.056, 2.399, 2.104], [2.497, 1.580, 1.046], [3.050, 0.489, 2.571], [4.470, -0.709, 1.840], [3.277, -1.433, 2.240], [3.052, -1.155, 3.652], [4.101, -0.254, 4.102], [4.961, 0.036, 2.974], [-1.805, 1.410, 1.830], [-2.877, 1.461, 2.706], [-6.424, 0.810, 4.305], [-5.139, 1.992, 4.683], [-5.665, 1.749, 2.975], [-3.047, -1.855, 3.446], [-1.118, -1.935, 1.862], [0.256, 0.104, -0.184], [0.526, 0.773, 3.695], [2.401, 2.689, 4.271], [3.857, 3.136, 1.980], [2.764, 1.573, -0.013], [4.992, -0.828, 0.901], [2.720, -2.129, 1.610], [2.298, -1.632, 4.278], [4.279, 0.077, 5.124], [5.883, 0.620, 2.987], [-1.477, 2.340, 1.376], [-3.395, 2.399, 2.907], [-4.911, -1.256, 0.468], [-4.202, -0.469, -0.509], [-4.290, 0.825, -0.983], [-3.259, 0.959, -1.950], [-2.567, -0.234, -1.972], [-1.488, -0.707, -2.838], [-1.669, -0.246, -4.197], [-2.871, -0.546, -4.949], [-0.650, 0.572, -4.636], [-0.626, 1.240, -5.672], [0.475, 0.461, -3.590], [1.595, -0.419, -4.173], [2.769, -0.742, -3.268], [3.520, -1.907, -3.493], [4.508, -2.300, -2.588], [4.833, -1.466, -1.508], [4.228, -0.206, -1.396], [3.182, 0.147, -2.261], [-0.242, -0.081, -2.481], [-3.117, -1.097, -1.078], [-5.474, -0.563, 1.105], [-5.598, -1.978, -0.003], [-4.204, -1.852, 1.064], [-5.020, 1.569, -0.674], [-3.037, 1.831, -2.558], [-1.482, -1.817, -2.819], [-2.975, 0.136, -5.795], [-2.862, -1.571, -5.340], [-3.749, -0.453, -4.302], [0.850, 1.462, -3.353], [1.120, -1.349, -4.526], [1.963, 0.083, -5.086], [3.311, -2.497, -4.388], [5.038, -3.246, -2.723], [5.560, -1.792, -0.766], [4.572, 0.527, -0.652], [2.716, 1.133, -2.163], [0.242, -0.355, -1.644]], "mulliken_charge": [-0.811, -0.470, 0.982, -0.977, -0.029, 0.660, -1.495, 1.776, -0.684, -0.853, -1.131, -0.466, -0.611, -0.294, -0.774, -0.761, -0.555, -1.275, 0.002, -0.678, 0.245, 0.318, 0.314, 0.360, 0.438, -0.270, 0.680, 0.399, 0.429, 0.639, 0.876, 0.465, 0.458, 0.448, 0.399, 0.503, 0.394, -1.161, 0.681, -1.034, -0.539, -0.288, 0.368, 0.147, -1.062, 0.251, -0.723, -0.063, -1.248, 0.781, -0.336, -0.776, -0.696, -0.514, -0.138, 0.403, -0.415, 0.230, 0.345, 0.283, 0.435, 0.578, 0.183, 0.380, 0.289, 0.367, 0.446, 0.316, 0.401, 0.376, 0.356, 0.358, 0.693, 0.291, 0.380]}